The following is a DFT calculation (ωB97M-V/def2-TZVPD) of a cluster of 5 separate species, C16H30BrNO17S4Si2 in total at a distorted geometry.

- E_tot: -182511.0013 eV

Structure (XYZ):
```
71
Properties=species:S:1:pos:R:3:forces:R:3
C -3.502 0.672 4.796 -0.16 0.24 -0.57
C -2.778 0.524 3.375 1.57 -0.66 -3.10
C -2.112 1.736 2.630 -0.32 -3.84 -1.21
C -1.471 1.526 1.238 -1.18 -1.53 1.31
C -1.431 0.159 0.514 -2.00 -0.27 3.73
C -2.066 -1.053 1.232 0.05 3.84 1.38
C -2.732 -0.856 2.645 0.93 1.36 -1.15
C -3.403 -2.200 3.259 1.06 0.77 -0.78
Si -4.892 -2.585 2.073 0.08 0.64 1.67
O -6.302 -3.162 2.911 -0.80 1.82 -2.21
Si -7.648 -2.299 2.185 0.71 0.40 1.30
N -7.927 -0.791 3.121 0.03 -2.08 -0.34
Br -9.524 -3.576 1.966 0.82 0.35 0.25
H -3.039 1.512 5.437 -0.70 -1.28 -1.21
H -3.481 -0.283 5.421 0.21 1.24 -1.01
H -4.620 0.907 4.619 1.77 -0.24 0.28
H -2.133 2.745 3.168 0.15 -1.58 -1.13
H -1.027 2.453 0.716 -0.95 -1.89 1.02
H -0.985 -0.025 -0.520 -0.62 0.71 1.71
H -2.069 -2.070 0.693 -0.04 1.69 1.17
H -3.717 -2.079 4.347 0.58 -0.28 -1.48
H -2.600 -3.017 3.104 -1.37 1.16 0.68
H -4.433 -3.439 0.979 -0.08 -0.43 -0.09
H -5.264 -1.279 1.480 0.04 -0.13 0.08
H -7.290 -1.862 0.819 -0.27 -0.40 0.10
H -7.789 -1.017 4.119 -0.39 0.51 -0.56
H -8.861 -0.400 2.940 0.59 -0.17 0.41
C 3.586 2.054 0.891 0.46 -0.51 -0.46
C 4.040 3.207 0.011 0.40 0.19 0.64
O 2.894 3.546 -0.772 -0.89 -0.45 0.19
S 1.554 3.266 0.099 0.83 -0.34 0.21
O 1.134 4.506 0.685 -0.22 -0.83 -0.44
O 0.679 2.433 -0.668 0.55 0.95 0.22
O 2.241 2.368 1.260 -0.53 0.99 -0.51
H 3.576 1.113 0.336 0.04 0.23 0.14
H 4.209 1.945 1.779 -0.27 0.09 0.04
H 4.878 2.936 -0.631 -0.27 0.01 -0.14
H 4.310 4.080 0.611 0.04 -0.06 -0.03
C 2.516 -2.289 -2.178 -0.44 0.43 -0.43
C 3.547 -2.181 -3.290 -0.24 -0.71 -0.16
O 4.616 -1.415 -2.728 -0.06 0.27 1.00
S 4.715 -1.729 -1.139 -0.35 -0.37 -0.41
O 5.734 -2.716 -0.938 -0.62 0.86 0.14
O 4.687 -0.485 -0.430 0.47 -0.95 -0.47
O 3.272 -2.450 -0.976 1.03 0.15 -0.13
H 1.930 -1.370 -2.091 0.01 -0.06 -0.04
H 1.843 -3.135 -2.321 0.20 -0.02 0.22
H 3.150 -1.693 -4.179 0.21 0.16 0.16
H 3.941 -3.164 -3.560 -0.14 0.05 -0.05
C -1.829 6.051 0.697 0.44 -0.42 -0.33
C -1.379 7.203 -0.188 0.35 0.19 0.54
O -2.525 7.539 -0.970 -0.70 -0.51 0.24
S -3.864 7.258 -0.096 0.10 0.00 0.05
O -4.287 8.497 0.488 0.03 -0.98 -0.42
O -4.737 6.423 -0.861 0.47 0.83 0.48
O -3.173 6.361 1.067 -0.26 0.78 -0.46
H -1.837 5.108 0.143 0.07 0.05 0.03
H -1.204 5.944 1.584 -0.24 0.06 0.00
H -0.540 6.931 -0.829 -0.26 0.01 -0.12
H -1.110 8.078 0.411 0.05 -0.08 0.00
C 6.005 -5.192 -3.667 0.36 -0.23 0.61
C 7.168 -5.809 -4.428 0.20 0.63 -0.12
O 6.597 -6.894 -5.160 -0.93 0.03 0.17
S 5.071 -6.516 -5.565 0.12 -0.16 -0.18
O 5.072 -6.021 -6.909 -0.28 -0.41 0.99
O 4.212 -7.574 -5.128 0.60 0.72 -0.53
O 4.892 -5.254 -4.560 0.23 -0.35 -0.67
H 5.761 -5.779 -2.777 0.06 0.07 -0.02
H 6.204 -4.159 -3.376 -0.16 -0.05 -0.14
H 7.957 -6.164 -3.766 -0.17 -0.21 -0.13
H 7.589 -5.101 -5.148 0.01 0.01 0.10
```
Forces are in eV/Å.


The following is a DFT calculation (ωB97M-V/def2-TZVPD) of a cluster of 6 separate species, C16H30Cl8N2 in total at a distorted geometry.

- Relative energy (zero: lowest compared OMol25 entry of this formula, charge and spin): 35.1 kcal/mol
- E_tot: -120237.0672 eV
- SMILES: CCCC#N.CCCC#N.ClCCCl.ClCCCl.ClCCCl.ClCCCl

Structure (XYZ):
```
56
Properties=species:S:1:pos:R:3:forces:R:3
C -0.721 -2.238 -1.666 0.89 0.54 -0.11
C 0.659 -1.592 -1.943 0.31 -1.34 -0.95
C 0.918 -0.282 -1.332 -1.55 1.93 2.41
C 0.979 -0.419 0.186 0.29 0.06 3.45
N 1.011 -0.542 1.372 -0.13 0.42 -4.90
H -1.558 -1.616 -1.983 0.08 0.40 0.34
H -0.719 -2.425 -0.592 -0.64 -0.25 -0.06
H -0.868 -3.146 -2.251 0.39 -0.22 0.31
H 0.813 -1.423 -3.009 0.14 -0.55 -0.14
H 1.452 -2.193 -1.497 -0.03 -0.81 -0.75
H 0.030 0.316 -1.538 -0.16 0.44 0.27
H 1.721 0.350 -1.712 0.42 -0.61 0.12
C -2.930 4.590 4.603 -0.34 0.09 -0.71
C -2.868 3.046 4.597 1.76 1.26 1.14
C -4.045 2.384 3.984 -0.97 0.00 -0.51
C -4.525 3.086 2.764 -0.73 0.71 -1.40
N -4.895 3.655 1.813 0.82 -1.17 1.94
H -2.511 5.059 5.494 0.21 -0.22 -0.12
H -3.952 4.959 4.509 -0.28 -0.21 0.34
H -2.483 5.016 3.705 0.40 -0.05 0.09
H -2.825 2.771 5.651 -0.08 -0.39 0.00
H -1.921 2.692 4.190 -0.02 0.13 -0.25
H -4.785 2.437 4.782 -0.67 -0.16 -0.54
H -3.864 1.337 3.742 -0.05 0.03 0.01
Cl 6.981 1.362 -4.009 0.27 -0.55 0.52
C 7.028 2.108 -5.606 1.21 0.39 -0.42
C 8.495 2.340 -6.082 -0.31 -0.13 1.43
Cl 8.567 3.101 -7.648 -0.24 0.25 -0.92
H 6.561 3.072 -5.401 -0.23 -0.16 -0.85
H 6.530 1.435 -6.303 -0.27 0.46 0.07
H 9.093 1.429 -6.110 -0.31 -0.07 0.00
H 8.994 3.038 -5.410 -0.11 -0.18 0.17
Cl 1.489 -6.325 1.834 0.08 0.29 -0.48
C 2.916 -5.444 2.400 0.99 0.14 1.42
C 4.235 -6.013 1.916 0.39 -1.28 -1.02
Cl 4.488 -7.724 2.440 -0.19 -0.03 0.26
H 2.856 -5.548 3.483 0.21 -0.09 0.02
H 2.898 -4.364 2.257 -0.43 -0.10 -0.67
H 5.193 -5.564 2.178 -0.63 0.73 0.52
H 4.292 -6.126 0.833 -0.42 0.36 -0.06
Cl -5.324 -7.365 -1.704 -0.10 0.05 -0.55
C -4.870 -7.063 -0.025 -0.76 -0.50 0.66
C -6.052 -6.442 0.719 0.38 0.07 -0.57
Cl -5.724 -6.504 2.451 0.26 0.31 0.57
H -3.996 -6.412 -0.024 -0.07 -0.28 0.22
H -4.720 -8.041 0.433 0.60 0.16 -0.13
H -6.974 -7.016 0.622 0.17 0.22 -0.54
H -6.133 -5.413 0.368 -0.49 -0.03 0.34
Cl 0.225 8.675 -0.084 -0.79 -0.48 -0.78
C -1.286 7.986 -0.875 0.38 -0.50 -0.20
C -1.236 6.463 -1.038 0.91 -0.15 1.32
Cl 0.019 5.777 -2.152 -0.60 0.61 0.01
H -1.483 8.437 -1.848 0.32 0.41 0.25
H -2.068 8.243 -0.160 -0.09 -0.14 -0.25
H -2.205 6.009 -1.244 0.08 0.31 -0.38
H -0.905 6.068 -0.078 -0.22 -0.08 0.03
```
Forces are in eV/Å.


The following is a DFT calculation (ωB97M-V/def2-TZVPD) of a structure of composition C16H30F12Na5O18S4 at a distorted geometry.

- E_tot: -151962.5953 eV
- Charge: +1

Structure (XYZ):
```
85
Properties=species:S:1:pos:R:3:forces:R:3
Na -5.466 1.086 -0.605 0.51 -0.52 0.28
Na -3.143 4.581 1.213 0.02 -1.13 0.56
Na -4.249 3.062 -4.613 -0.19 -1.07 0.17
Na -1.784 0.505 -4.766 0.06 -1.17 0.33
Na -0.284 5.452 -2.543 0.14 -0.66 0.28
C 1.218 -2.692 -2.976 -0.25 -0.02 -1.08
F 1.041 -1.778 -2.007 -0.04 0.00 0.17
F 2.442 -3.199 -2.840 -0.16 0.08 -0.04
F 0.324 -3.676 -2.815 0.12 0.14 0.28
S 0.936 -1.928 -4.673 1.59 -0.44 -0.50
O 0.876 -3.045 -5.586 -0.64 0.36 0.65
O -0.320 -1.199 -4.438 -0.43 0.43 -0.15
O 2.094 -1.079 -4.892 -0.65 0.26 0.57
C -5.870 -1.482 -4.673 0.25 0.35 -1.25
F -5.139 -2.049 -5.635 0.19 -0.14 0.51
F -6.962 -1.014 -5.285 -0.15 0.14 0.61
F -6.174 -2.349 -3.742 -0.19 -0.08 0.16
S -4.864 -0.105 -3.943 1.44 0.02 1.74
O -4.304 0.611 -5.115 -0.82 0.96 0.22
O -5.746 0.666 -3.037 -0.01 0.25 -1.18
O -3.791 -0.709 -3.184 -0.34 -0.45 -0.46
C -2.789 0.306 3.535 -0.88 0.09 0.03
F -3.431 -0.667 4.180 0.31 -0.05 -0.11
F -1.997 0.939 4.398 0.00 0.07 -0.12
F -2.048 -0.217 2.563 0.20 0.62 0.16
S -4.107 1.445 2.861 -0.70 0.49 0.33
O -4.956 1.731 3.995 0.71 -0.12 -0.69
O -3.365 2.593 2.324 0.43 0.81 0.11
O -4.737 0.725 1.764 -0.16 -0.36 -0.41
C -0.820 0.903 -1.237 -0.40 -0.93 -0.51
F -0.299 1.137 -0.046 -0.30 -0.01 -0.43
F 0.116 0.931 -2.191 -0.29 0.31 0.37
F -1.403 -0.289 -1.247 0.02 0.65 0.04
S -2.084 2.232 -1.650 -0.09 0.42 0.84
O -1.223 3.442 -1.720 -0.52 0.18 -0.13
O -2.718 1.913 -2.927 0.59 0.45 -0.71
O -3.062 2.244 -0.566 0.51 0.46 -0.48
C 1.081 -6.300 0.840 -0.27 0.33 0.20
O -0.072 -5.674 0.321 -0.53 -0.26 0.00
C 0.023 -4.278 0.364 0.64 0.45 -1.13
C -1.284 -3.586 0.033 -0.85 -0.17 1.92
O -2.211 -3.857 1.093 -0.84 -0.74 0.19
C -2.229 -2.948 2.171 0.32 0.58 -1.45
H 1.955 -6.094 0.217 0.10 -0.03 0.02
H 0.902 -7.370 0.897 -0.06 -0.02 -0.17
H 1.249 -5.931 1.858 0.25 -0.05 0.02
H 0.744 -3.956 -0.403 0.20 0.06 0.23
H 0.407 -3.950 1.338 -0.17 0.09 0.08
H -1.804 -3.942 -0.854 0.49 -0.03 -0.26
H -1.181 -2.494 0.027 0.48 -0.08 -0.55
H -1.197 -2.642 2.372 -0.03 -0.08 0.67
H -2.759 -3.365 3.018 0.24 -0.29 0.13
H -2.752 -2.029 1.870 -0.09 -0.41 -0.03
C 3.444 0.794 -1.502 0.63 0.00 -0.52
O 4.064 1.233 -0.323 -0.36 0.68 1.27
C 5.371 1.791 -0.501 -1.06 -0.64 -0.82
C 6.409 0.694 -0.722 -0.72 0.55 -0.58
O 6.315 -0.222 0.320 0.14 0.31 0.75
C 7.048 -1.409 0.152 -0.06 -0.12 -0.34
H 2.361 0.723 -1.433 0.08 -0.28 0.77
H 3.880 -0.176 -1.754 -0.37 0.00 -0.53
H 3.572 1.521 -2.320 0.43 -0.18 -0.08
H 5.671 2.431 0.329 -0.48 -0.20 0.32
H 5.199 2.417 -1.387 1.06 0.17 -0.11
H 7.366 1.224 -0.806 0.32 -0.46 -0.02
H 6.149 0.195 -1.663 0.39 -0.03 -0.19
H 6.848 -2.048 1.009 -0.04 0.07 0.03
H 8.127 -1.238 0.088 0.01 0.10 -0.04
H 6.708 -1.923 -0.754 0.14 -0.08 -0.01
C 1.911 2.588 1.316 0.41 -0.96 -0.66
O 1.474 3.301 2.431 -0.29 0.52 0.20
C 0.172 2.973 2.813 -0.29 -0.23 0.65
C -0.253 3.745 4.038 0.11 1.47 0.66
O 0.713 3.693 5.054 0.15 -0.33 -0.07
C 0.229 4.104 6.324 0.47 -0.70 -0.26
H 2.128 1.529 1.522 -0.11 0.13 0.30
H 2.858 2.982 0.946 -0.22 0.27 0.16
H 1.166 2.552 0.506 0.21 0.53 0.13
H 0.045 1.908 3.038 0.25 -0.14 -0.23
H -0.558 3.233 2.032 -0.07 -0.14 -0.33
H -1.228 3.431 4.433 0.04 -0.44 -0.34
H -0.394 4.820 3.796 0.03 -0.08 -0.30
H -0.717 3.584 6.500 -0.16 0.37 0.31
H 0.170 5.191 6.430 -0.32 0.03 -0.19
H 0.964 3.748 7.044 -0.08 0.02 0.06
```
Forces are in eV/Å.


What LUMO energy values result from the calculations? In sequence: 0.004 0.010 -0.214 hartree.
What HOMO values result from the calculations? In sequence: -8.36 -10.69 -10.26 eV.